Entry 1:
Formula: C26H25N3O2
Source: OMol25
Level of theory: ωB97M-V/def2-TZVPD

Structure (SMILES) = CCc1ccc(OCc2ccccc2C(=O)Nc2ccc3nc(C)cc(N)c3c2)cc1
Max |F| = 0.731 eV/Å
HOMO-LUMO gap = 8.343 eV
Energy above the lowest of the compared OMol25 structures with the same formula, charge and spin = 1.2 kcal per mole
Electronic energy = -1320.5736 a.u.

CARTESIAN COORDINATES (ANGSTROEM)
C: -3.757 -4.968 0.287
C: -4.327 -3.773 1.053
C: -4.112 -2.501 0.283
C: -5.045 -2.067 -0.653
C: -4.832 -0.923 -1.391
C: -3.667 -0.175 -1.216
O: -3.554 0.936 -1.999
C: -2.429 1.772 -1.819
C: -2.455 2.497 -0.495
C: -3.675 2.970 -0.026
C: -3.764 3.640 1.180
C: -2.625 3.850 1.938
C: -1.408 3.369 1.493
C: -1.311 2.685 0.283
C: 0.023 2.186 -0.173
O: 0.446 2.364 -1.300
N: 0.686 1.512 0.807
C: 1.959 0.926 0.770
C: 2.416 0.300 1.946
C: 3.649 -0.282 1.985
C: 4.493 -0.271 0.854
N: 5.700 -0.857 0.959
C: 6.492 -0.851 -0.085
C: 7.828 -1.511 0.068
C: 6.141 -0.259 -1.307
C: 4.911 0.351 -1.459
N: 4.533 0.881 -2.656
C: 4.029 0.356 -0.333
C: 2.755 0.946 -0.351
C: -2.728 -0.601 -0.285
C: -2.957 -1.754 0.448
H: -3.914 -5.889 0.844
H: -4.242 -5.061 -0.683
H: -2.690 -4.837 0.123
H: -5.395 -3.928 1.219
H: -3.838 -3.704 2.027
H: -5.954 -2.633 -0.802
H: -5.554 -0.585 -2.117
H: -1.499 1.211 -1.955
H: -2.497 2.507 -2.629
H: -4.559 2.802 -0.623
H: -4.720 4.004 1.525
H: -2.683 4.384 2.874
H: -0.516 3.549 2.078
H: 0.205 1.414 1.691
H: 1.777 0.287 2.819
H: 4.013 -0.765 2.878
H: 8.627 -0.793 -0.110
H: 7.921 -1.910 1.073
H: 7.934 -2.321 -0.653
H: 6.838 -0.283 -2.133
H: 3.738 1.494 -2.694
H: 5.241 1.013 -3.357
H: 2.380 1.421 -1.242
H: -1.814 -0.052 -0.123
H: -2.214 -2.073 1.165

Results of the natural (NBO) charge analysis, in e, for atoms 1 through 8: atom 1 (C): -0.59, atom 2 (C): -0.41, atom 3 (C): -0.04, atom 4 (C): -0.19, atom 5 (C): -0.28, atom 6 (C): 0.37, atom 7 (O): -0.51, atom 8 (C): -0.12

---

Entry 2:
Formula: C26H26BF4O3
Source: OMol25
Level of theory: ωB97M-V/def2-TZVPD

Max |F| = 4.896 eV/Å
HOMO-LUMO gap = 3.724 eV
Energy above the lowest of the compared OMol25 structures with the same formula, charge and spin = 8.0 kcal per mole
Net charge = +1
Electronic energy = -1656.0497 a.u.

CARTESIAN COORDINATES (ANGSTROEM)
C: 6.958 1.360 0.420
C: 5.726 0.570 0.417
C: 5.365 -0.596 1.079
C: 4.057 -0.908 0.590
C: 3.694 0.017 -0.378
B: 2.900 -0.137 -1.764
O: 2.235 -1.294 -2.106
C: 0.898 -0.689 -2.067
C: 0.241 -0.914 -3.423
C: 0.125 -1.487 -1.060
C: 1.154 0.885 -1.779
C: 0.300 1.805 -2.660
C: 1.307 1.332 -0.293
O: 2.507 1.058 -2.348
O: 4.724 0.973 -0.452
H: 7.804 0.735 0.722
H: 7.197 1.768 -0.577
H: 6.912 2.175 1.151
H: 5.952 -1.217 1.778
H: 3.417 -1.756 0.858
H: -0.826 -0.701 -3.396
H: 0.726 -0.326 -4.195
H: 0.375 -1.960 -3.689
H: -0.849 -1.069 -0.871
H: -0.049 -2.487 -1.462
H: 0.662 -1.611 -0.111
H: -0.732 1.451 -2.756
H: 0.279 2.798 -2.191
H: 0.740 1.877 -3.668
H: 1.118 0.492 0.385
H: 2.309 1.747 -0.061
H: 0.665 2.200 -0.091
F: -4.371 -0.288 -3.345
C: -3.686 0.639 -2.594
C: -3.857 1.984 -2.932
C: -3.184 2.888 -2.112
F: -3.222 4.225 -2.456
C: -2.412 2.508 -1.030
C: -2.149 1.129 -0.783
C: -1.273 0.765 0.335
C: -1.789 -0.243 1.167
C: -1.481 -0.380 2.515
C: -2.209 -1.288 3.338
C: -2.180 -1.107 4.740
C: -2.923 -1.956 5.545
F: -2.851 -1.779 6.906
C: -3.748 -2.971 5.041
C: -3.773 -3.119 3.657
F: -4.598 -4.081 3.123
C: -3.017 -2.327 2.795
C: -2.858 0.180 -1.561
H: -4.443 2.302 -3.785
H: -2.013 3.253 -0.349
H: -0.813 1.597 0.845
H: -2.466 -0.988 0.728
H: -0.780 0.316 2.974
H: -1.552 -0.322 5.156
H: -4.367 -3.572 5.686
H: -3.012 -2.561 1.734
H: -2.863 -0.894 -1.344

Results of the natural (NBO) charge analysis, in e, for atoms 1 through 8: atom 1 (C): -0.67, atom 2 (C): 0.33, atom 3 (C): -0.34, atom 4 (C): -0.22, atom 5 (C): -0.13, atom 6 (B): 1.14, atom 7 (O): -0.70, atom 8 (C): 0.23

---

Entry 3:
Formula: C26H26BrN4O2RhS3
Source: OMol25
Level of theory: ωB97M-V/def2-TZVPD

Max |F| = 0.526 eV/Å
HOMO-LUMO gap (spin up / spin down) = 6.010 / 6.009 eV
Electronic energy = -5255.0475 a.u.

CARTESIAN COORDINATES (ANGSTROEM)
Rh: -0.275 0.321 0.241
Br: 1.535 -1.619 0.403
C: 1.733 -1.343 2.286
C: 2.671 -2.103 2.914
C: 2.847 -1.956 4.304
C: 2.075 -1.066 4.988
C: 1.098 -0.276 4.333
C: 0.316 0.642 5.071
C: -0.610 1.409 4.433
C: -0.787 1.305 3.038
C: -0.079 0.424 2.255
C: 0.897 -0.392 2.926
H: 3.267 -2.811 2.355
H: 3.592 -2.552 4.814
H: 2.196 -0.944 6.058
H: 0.473 0.720 6.140
H: -1.213 2.114 4.992
H: -1.525 1.947 2.571
S: -2.408 0.840 0.412
C: 0.259 2.172 0.182
N: -0.501 3.104 -0.331
C: 0.024 4.466 -0.396
C: 1.128 4.542 0.656
S: 1.721 2.824 0.829
H: -1.430 2.859 -0.715
H: -0.780 5.175 -0.205
H: 0.424 4.653 -1.396
H: 0.753 4.880 1.620
H: 1.947 5.182 0.340
C: -6.397 0.212 -4.352
C: -5.096 0.551 -5.026
C: -4.292 1.581 -4.554
C: -3.085 1.893 -5.160
C: -2.648 1.156 -6.250
N: -1.409 1.415 -6.902
C: -0.295 2.032 -6.388
O: 0.455 2.692 -7.080
N: -0.044 1.875 -5.031
C: -0.310 0.775 -4.199
C: -0.667 -0.490 -4.648
C: -0.876 -1.488 -3.712
C: -0.698 -1.211 -2.371
N: -0.335 -0.002 -1.937
C: -0.168 0.966 -2.831
C: -3.444 0.127 -6.742
C: -4.657 -0.161 -6.139
H: -6.530 0.800 -3.446
H: -6.429 -0.842 -4.074
H: -7.245 0.405 -5.013
H: -4.606 2.149 -3.687
H: -2.483 2.703 -4.769
H: -1.441 1.494 -7.906
H: 0.704 2.481 -4.729
H: -0.776 -0.690 -5.704
H: -1.171 -2.480 -4.022
H: -0.877 -1.963 -1.612
H: 0.121 1.937 -2.454
H: -3.103 -0.452 -7.592
H: -5.265 -0.968 -6.531
O: 2.739 1.365 -2.138
H: 3.314 1.139 -1.400
H: 2.625 0.543 -2.627
S: -3.107 1.473 -1.363

Results of the natural (NBO) charge analysis, in e, for atoms 1 through 8: atom 1 (Rh): 0.42, atom 2 (Br): 0.10, atom 3 (C): -0.03, atom 4 (C): -0.24, atom 5 (C): -0.22, atom 6 (C): -0.19, atom 7 (C): 0.03, atom 8 (C): -0.22

---

Entry 4:
Formula: C26H26Cl2N2O2
Source: OMol25
Level of theory: ωB97M-V/def2-TZVPD

Structure (SMILES) = O=C(CN1CCC(C(O)(c2ccccc2)c2ccccc2)CC1)Nc1cc(Cl)ccc1Cl
Max |F| = 0.517 eV/Å
HOMO-LUMO gap = 8.905 eV
Electronic energy = -2186.7839 a.u.

CARTESIAN COORDINATES (ANGSTROEM)
O: 1.257 1.311 -2.550
C: 1.321 2.040 -1.586
C: 0.679 3.432 -1.550
N: -0.649 3.533 -0.991
C: -1.696 2.823 -1.694
C: -1.889 1.375 -1.228
C: -2.185 1.366 0.269
C: -2.486 -0.036 0.855
O: -2.775 0.201 2.234
C: -1.272 -0.941 0.701
C: -1.030 -1.614 -0.492
C: 0.063 -2.452 -0.614
C: 0.925 -2.636 0.453
C: 0.703 -1.956 1.637
C: -0.386 -1.111 1.758
C: -3.720 -0.707 0.257
C: -4.738 -0.012 -0.383
C: -5.872 -0.670 -0.828
C: -6.020 -2.030 -0.628
C: -5.027 -2.729 0.036
C: -3.893 -2.072 0.478
C: -1.003 2.019 0.989
C: -0.796 3.438 0.447
N: 1.968 1.723 -0.423
C: 2.685 0.579 -0.106
C: 2.973 -0.416 -1.035
C: 3.738 -1.507 -0.660
Cl: 4.079 -2.726 -1.828
C: 4.231 -1.639 0.628
C: 3.935 -0.661 1.561
C: 3.169 0.430 1.200
Cl: 2.802 1.638 2.392
H: 0.618 3.773 -2.589
H: 1.330 4.119 -0.999
H: -1.473 2.844 -2.761
H: -2.628 3.378 -1.527
H: -2.702 0.921 -1.796
H: -0.981 0.806 -1.430
H: -3.067 1.982 0.472
H: -3.054 -0.632 2.630
H: -1.714 -1.501 -1.319
H: 0.236 -2.972 -1.544
H: 1.762 -3.312 0.364
H: 1.374 -2.089 2.473
H: -0.560 -0.582 2.683
H: -4.665 1.053 -0.538
H: -6.648 -0.111 -1.331
H: -6.905 -2.540 -0.978
H: -5.133 -3.789 0.213
H: -3.126 -2.631 0.995
H: -1.207 2.069 2.059
H: -0.113 1.408 0.838
H: 0.069 3.907 0.923
H: -1.679 4.035 0.708
H: 1.918 2.394 0.336
H: 2.594 -0.325 -2.039
H: 4.830 -2.493 0.901
H: 4.300 -0.748 2.572

Results of the natural (NBO) charge analysis, in e, for atoms 1 through 8: atom 1 (O): -0.60, atom 2 (C): 0.67, atom 3 (C): -0.30, atom 4 (N): -0.44, atom 5 (C): -0.21, atom 6 (C): -0.44, atom 7 (C): -0.21, atom 8 (C): 0.19

---

Entry 5:
Formula: C26H26Cl3CuN2O4PS2
Source: OMol25
Level of theory: ωB97M-V/def2-TZVPD

Max |F| = 1.205 eV/Å
HOMO-LUMO gap = 4.531 eV
Net charge = -1
Electronic energy = -5575.7749 a.u.

CARTESIAN COORDINATES (ANGSTROEM)
Cu: -0.233 -0.038 -0.180
O: 2.831 2.394 0.636
C: 1.879 1.868 0.038
O: 1.149 0.974 0.592
C: 1.603 2.358 -1.398
C: 2.533 3.325 -1.814
C: 2.502 3.941 -3.048
C: 1.491 3.596 -3.938
C: 0.562 2.651 -3.566
C: 0.578 2.000 -2.313
S: -0.731 0.834 -2.132
H: 3.304 3.581 -1.102
H: 3.250 4.679 -3.313
H: 1.432 4.063 -4.916
H: -0.230 2.371 -4.251
C: -0.085 -2.719 1.961
P: -0.199 -2.976 0.168
C: -1.920 -2.771 -0.377
C: 0.117 -4.759 -0.034
O: 0.759 -2.136 -0.588
H: -0.958 -3.079 2.504
H: 0.049 -1.649 2.119
H: 0.810 -3.237 2.316
H: -2.646 -3.261 0.276
H: -1.985 -3.193 -1.380
H: -2.112 -1.696 -0.451
H: -0.607 -5.350 0.529
H: 1.123 -4.969 0.331
H: 0.067 -5.014 -1.092
Cl: 1.558 2.162 7.702
C: 0.290 1.189 7.044
C: 0.523 0.413 5.919
C: -0.508 -0.355 5.411
C: -1.771 -0.366 5.999
C: -2.879 -1.186 5.377
C: -3.686 -0.375 4.349
N: -2.858 0.199 3.318
C: -2.157 1.384 3.366
C: -1.418 1.433 2.222
N: -1.651 0.307 1.476
C: -2.519 -0.406 2.150
O: -2.368 -2.311 4.697
C: -1.909 -3.317 5.587
C: -1.178 -4.368 4.818
C: -1.772 -5.219 3.934
Cl: -3.434 -5.253 3.523
S: -0.648 -6.296 3.191
C: 0.649 -5.600 4.083
C: 0.221 -4.600 4.895
C: -1.969 0.429 7.124
Cl: -3.531 0.491 7.890
C: -0.953 1.205 7.655
H: 1.491 0.426 5.436
H: -0.352 -0.955 4.522
H: -3.580 -1.511 6.154
H: -4.237 0.411 4.865
H: -4.393 -1.061 3.883
H: -2.248 2.074 4.188
H: -0.708 2.171 1.885
H: -2.929 -1.359 1.855
H: -2.769 -3.755 6.111
H: -1.236 -2.882 6.332
H: 1.651 -5.967 3.935
H: 0.884 -4.027 5.529
H: -1.129 1.817 8.528

Results of the natural (NBO) charge analysis, in e, for atoms 1 through 8: atom 1 (Cu): 0.83, atom 2 (O): -0.74, atom 3 (C): 0.78, atom 4 (O): -0.89, atom 5 (C): -0.23, atom 6 (C): -0.16, atom 7 (C): -0.29, atom 8 (C): -0.24

---

Entry 6:
Formula: C26H26F12N5O4Tl
Source: OMol25
Level of theory: ωB97M-V/def2-TZVPD

Max |F| = 1.337 eV/Å
HOMO-LUMO gap = 6.682 eV
Electronic energy = -2952.0685 a.u.

CARTESIAN COORDINATES (ANGSTROEM)
Tl: 0.727 0.772 -0.746
C: 2.630 5.299 4.460
C: 2.184 4.140 3.609
C: 2.171 2.845 4.108
C: 1.759 1.794 3.321
C: 1.321 1.968 1.999
N: 0.882 0.825 1.302
C: 0.199 -0.198 1.974
C: -0.725 0.103 2.985
C: -1.452 -0.876 3.629
C: -1.307 -2.213 3.282
C: -2.099 -3.304 3.955
C: -0.404 -2.528 2.275
C: 0.359 -1.563 1.620
C: 1.290 -1.945 0.455
O: 0.807 -1.450 -0.752
C: 2.793 -1.484 0.754
F: 3.684 -2.491 0.674
F: 3.214 -0.562 -0.140
F: 2.961 -0.968 1.976
C: 1.357 -3.480 0.197
F: 0.126 -3.950 -0.147
F: 2.140 -3.758 -0.859
F: 1.775 -4.212 1.235
C: 1.420 3.274 1.452
C: 1.827 4.320 2.283
C: 1.067 3.601 -0.012
O: 1.529 2.674 -0.936
C: -0.495 3.799 -0.128
F: -1.165 2.880 0.594
F: -0.907 3.666 -1.403
F: -0.927 4.991 0.304
C: 1.737 4.919 -0.523
F: 1.530 5.050 -1.846
F: 3.063 4.868 -0.324
F: 1.304 6.070 0.034
H: 2.352 5.147 5.502
H: 2.191 6.235 4.113
H: 3.717 5.404 4.418
H: 2.493 2.651 5.125
H: 1.769 0.790 3.723
H: -0.868 1.144 3.242
H: -2.152 -0.590 4.405
H: -2.694 -2.905 4.775
H: -1.434 -4.072 4.354
H: -2.774 -3.790 3.247
H: -0.299 -3.573 2.019
H: 1.853 5.328 1.897
N: 0.663 0.646 -3.113
C: -0.407 -0.355 -3.288
C: -0.648 -0.741 -4.753
C: -1.698 -1.832 -5.089
C: -1.483 -3.243 -4.489
N: -1.602 -3.400 -3.038
C: -2.717 -3.256 -2.324
N: -3.921 -3.395 -2.901
N: -2.620 -3.130 -1.008
C: -1.642 0.129 -2.453
O: -2.778 0.033 -2.904
O: -1.367 0.543 -1.275
H: 0.416 1.553 -3.499
H: 1.536 0.339 -3.527
H: -0.026 -1.227 -2.765
H: 0.313 -1.087 -5.147
H: -0.925 0.164 -5.301
H: -1.667 -1.966 -6.174
H: -2.682 -1.456 -4.829
H: -0.484 -3.588 -4.753
H: -2.192 -3.935 -4.951
H: -0.748 -3.434 -2.499
H: -3.967 -3.301 -3.900
H: -4.700 -2.981 -2.418
H: -1.741 -2.791 -0.620
H: -3.442 -2.931 -0.463

Results of the Mulliken charge analysis, in e, for atoms 1 through 8: atom 1 (Tl): 2.18, atom 2 (C): -1.71, atom 3 (C): 0.38, atom 4 (C): -1.01, atom 5 (C): -0.25, atom 6 (C): 0.46, atom 7 (N): 0.24, atom 8 (C): -0.34